No. 1
Below is a molecular structure, C34H64BF6N6OPtS3Si4, with properties calculated with the ωB97M-V functional and the def2-TZVPD basis.

- HOMO: -3.379 eV
- Total charge: -1
- 2S+1: 1

Last column: Mulliken charge in e.
Element x y z (Å)
C  3.896  -1.243  1.859  -0.15
Pt  0.268  0.136  0.072  1.21
H  -5.392  -1.262  0.828  0.52
O  1.607  -0.603  1.574  -0.45
H  -0.636  -1.426  4.666  0.02
H  1.904  -2.989  0.457  -0.47
S  -0.816  1.475  -1.682  0.46
H  1.395  4.843  0.821  0.66
H  -2.796  6.362  -1.042  0.48
H  -4.062  -0.764  -3.002  0.25
C  4.665  -1.625  -2.505  -1.28
H  -4.030  -1.993  1.695  0.23
H  1.725  -4.685  0.920  0.45
H  6.720  0.243  -2.236  0.45
H  -4.360  3.975  -1.814  0.51
H  -3.968  -0.292  1.264  0.19
H  5.064  -1.711  -1.496  0.17
C  0.848  -3.148  -3.593  -0.81
H  6.319  1.140  -3.716  0.44
C  2.679  -0.432  2.397  1.55
H  3.777  3.585  -0.423  0.56
H  -0.330  -0.530  6.157  0.36
H  4.017  0.952  3.406  0.51
C  -4.191  -0.429  -1.971  -0.53
F  3.398  -1.194  4.584  -0.36
C  -4.434  -3.343  -1.169  -1.12
H  -2.005  1.153  6.962  0.47
H  -1.756  6.560  -2.470  0.48
C  6.198  0.192  -3.192  -2.19
H  -3.586  0.524  3.538  0.40
H  -3.473  4.074  -0.278  0.35
C  -1.950  0.274  4.949  1.88
C  -2.279  4.488  -2.033  1.31
H  -2.582  -0.885  3.233  -0.03
H  -5.257  -0.243  -1.805  0.42
H  -3.027  -3.444  -3.898  0.31
H  1.730  2.189  1.302  -0.07
C  2.315  -1.016  3.787  0.22
H  -3.254  2.677  -1.329  -0.26
C  3.969  -0.022  -4.317  -1.49
N  0.600  3.199  -0.290  0.61
C  4.637  2.012  -1.700  -0.71
C  -0.369  2.181  5.052  -0.13
H  -4.320  -3.635  -2.211  0.29
N  2.671  1.771  -0.727  0.52
C  2.915  0.647  -1.409  -1.13
H  -3.651  0.511  -1.859  -0.28
H  -0.361  2.139  6.124  0.44
S  -1.465  0.811  1.532  0.04
H  -3.047  4.209  -4.020  0.49
H  -3.699  -0.886  4.606  0.63
C  -0.804  1.605  2.965  -0.57
H  -5.503  -3.211  -0.969  0.38
N  -1.067  1.272  4.287  0.73
H  3.606  1.404  1.743  0.37
F  3.713  -2.570  1.895  -0.27
C  1.375  -3.911  0.231  -0.36
C  -2.666  0.970  6.116  -2.05
C  -3.016  -0.273  4.014  -1.63
B  1.429  1.987  0.192  0.53
H  -3.474  0.327  6.467  0.45
C  -2.124  4.011  -3.476  -1.48
C  -1.109  -0.886  5.482  -1.49
H  -0.836  -1.325  -5.335  0.44
H  5.587  2.357  -2.058  0.55
F  5.052  -1.004  2.524  -0.36
F  4.144  -0.913  0.580  -0.06
H  -1.916  2.943  -3.524  0.25
F  1.502  -0.175  4.445  -0.26
C  3.742  2.618  -0.892  -1.05
C  -0.319  5.180  -0.530  -0.55
Si  -0.854  -2.457  -3.121  0.67
C  -1.296  -5.303  0.017  -1.23
H  -1.955  -3.186  2.379  0.33
H  -3.461  6.151  -2.660  0.47
H  0.887  3.864  4.427  0.43
H  2.920  -0.290  -4.186  0.14
H  0.772  -3.573  -4.599  0.58
H  -1.113  -5.586  -1.022  0.22
H  -0.446  -2.253  2.447  -0.86
H  -4.078  -4.172  -0.556  0.18
C  -2.044  -3.844  -3.642  -1.26
H  2.409  1.606  3.029  0.12
H  -3.094  1.921  5.795  0.41
H  -1.308  4.544  -3.967  0.37
C  -3.413  3.753  -1.319  -0.95
H  6.671  -0.581  -3.796  0.46
H  1.625  -4.212  -0.787  0.28
Si  -3.555  -1.718  -0.741  0.73
H  -1.756  -1.576  6.028  0.51
N  4.127  0.760  -2.017  0.71
C  -0.875  -3.229  2.221  -0.05
C  -4.301  -1.269  0.926  -1.00
H  -2.184  -4.597  -2.868  0.29
C  0.255  3.023  4.191  -1.48
N  -0.035  2.677  2.906  0.00
C  -0.428  3.047  -1.105  -0.72
H  4.402  -0.675  -5.076  0.47
H  -0.448  -3.958  2.915  0.58
H  -0.881  -6.093  0.653  0.39
H  -2.374  -5.281  0.176  0.29
N  -1.018  4.250  -1.297  0.47
C  0.673  4.510  0.099  -1.01
H  4.024  1.010  -4.668  0.36
Si  -1.186  -1.836  -0.853  0.10
C  -2.579  5.986  -2.042  -2.29
H  -0.640  -0.136  -4.038  0.08
C  -1.173  -1.041  -4.332  -1.04
F  1.692  -2.196  3.723  -0.24
H  1.614  -2.374  -3.599  -0.13
Si  -0.470  -3.644  0.433  0.30
H  3.655  -2.022  -2.502  0.23
H  5.271  -2.236  -3.176  0.55
H  -1.644  -4.339  -4.533  0.41
C  3.217  0.981  2.665  -2.05
H  1.180  -3.933  -2.914  0.24
H  -0.598  6.214  -0.478  0.50
C  4.727  -0.179  -2.999  1.45
H  -2.235  -0.793  -4.388  0.24
S  1.786  -0.642  -1.507  -0.22


No. 2
Below is a gas-phase ion, C7H5FNO2 (charge -1), with properties calculated with the ωB97M-V functional and the def2-TZVPD basis.

- HOMO (alpha / beta): -2.453 / -2.454 eV
- SMILES string: [O-][N+]([O-])=C1C=CC=C/C1=C/F
- Total charge: -1
- 2S+1: 1
- Energy above the lowest of the compared OMol25 structures with the same formula, charge and spin: 11.7 kcal/mol

Last column: natural (NBO) charge in e.
Element x y z (Å)
O  2.303  -2.068  -0.094  -0.57
F  2.358  1.951  -0.394  -0.35
C  -0.261  -1.559  -0.275  -0.12
C  -1.218  0.999  0.232  -0.20
O  2.823  -0.086  0.597  -0.46
H  -3.012  0.285  0.264  0.19
H  -2.457  -1.903  -0.457  0.19
C  -2.034  -0.055  0.155  -0.24
C  0.657  -0.604  0.128  -0.10
C  1.088  1.893  0.027  0.14
H  0.738  2.951  -0.151  0.13
C  0.268  0.798  0.171  -0.14
H  -1.683  2.087  0.332  0.19
C  -1.601  -1.328  -0.197  -0.35
H  0.062  -2.464  -0.572  0.22
N  1.968  -0.896  0.231  0.48


No. 3
Below is a molecular structure, C32H32MnN7O5S5, with properties calculated with the ωB97M-V functional and the def2-TZVPD basis.

- HOMO (alpha / beta): -10.252 / -10.255 eV
- Expectation value of S²: 0.85
- Total charge: +1
- 2S+1: 2

Last column: Mulliken charge in e.
Element x y z (Å)
H  -3.579  6.930  0.112  0.22
C  -2.661  4.569  0.720  -0.98
H  2.895  -5.105  -2.468  0.49
H  1.396  0.204  3.701  0.48
C  2.231  -1.401  -0.734  0.63
N  -3.938  6.210  -0.493  -0.51
C  1.704  3.441  -3.945  -0.66
C  3.450  -0.713  -0.442  -1.37
C  1.917  1.860  2.467  -0.03
H  1.062  -6.680  -3.031  0.44
H  2.583  1.062  5.697  0.45
C  -0.147  -2.849  1.819  0.18
S  -3.158  -0.206  -2.367  -0.08
H  -4.801  6.427  -0.962  0.22
C  1.174  1.652  -2.082  0.12
N  -1.183  -3.277  2.532  0.21
S  1.373  0.788  -3.571  0.08
C  1.259  -3.237  2.185  -1.03
H  5.591  -1.066  -0.710  0.52
H  1.443  2.062  -5.603  0.43
C  -3.130  2.248  0.400  -0.27
H  1.658  -3.861  1.385  0.15
C  -1.060  -4.086  3.723  -1.00
C  0.839  -5.714  -2.605  -0.58
H  -0.043  2.387  -4.677  0.30
C  1.863  -4.840  -2.296  -1.21
H  -4.706  1.756  -0.942  0.59
C  -2.271  -0.930  -3.684  -0.80
Mn  0.396  -0.722  -0.294  -0.04
H  -2.577  -1.738  2.244  0.23
H  1.864  -2.330  2.217  0.10
C  3.246  2.844  4.705  -0.41
H  3.777  3.220  5.564  0.41
C  -3.688  4.907  -0.176  1.13
C  -2.385  3.247  1.002  -0.50
C  -0.994  -1.189  -3.337  -0.92
O  -3.869  -0.279  0.287  -0.72
H  -2.090  5.354  1.192  0.35
H  -2.048  -4.249  4.146  0.30
H  2.151  3.400  0.569  0.52
S  1.254  3.394  -2.171  0.01
C  -4.415  3.876  -0.789  -0.88
N  1.306  1.884  0.134  -0.70
H  -2.758  -1.142  -4.612  0.55
O  -0.352  -2.151  0.803  -0.12
H  -1.295  -6.000  -2.584  0.47
H  1.352  4.390  -4.344  0.44
H  -2.656  -3.045  1.064  0.20
N  1.062  1.067  -0.922  0.94
H  -0.243  -1.652  -3.952  0.65
H  3.500  0.250  0.046  0.31
O  2.642  3.843  1.290  -0.64
C  -2.499  -2.821  2.120  -0.70
H  3.740  4.527  3.473  0.48
S  -2.781  0.547  0.740  1.33
O  -2.331  0.372  2.093  -0.84
H  2.791  3.393  -4.011  0.34
H  -1.708  -3.741  -1.600  0.48
H  1.337  -3.764  3.127  0.64
S  4.215  -2.875  -1.573  -0.32
N  0.270  -3.243  -1.514  0.52
N  -0.665  -0.799  -2.070  0.33
C  2.582  3.101  2.401  0.29
C  1.538  -3.595  -1.745  0.63
C  1.920  1.147  3.671  -0.49
H  -0.454  -3.588  4.480  0.36
N  -1.481  0.210  -0.226  0.01
H  -0.623  -5.059  3.495  0.35
C  -1.697  -0.254  -1.435  0.38
C  -0.703  -4.083  -1.809  -0.33
H  -1.606  2.976  1.697  0.53
C  -0.475  -5.337  -2.358  -1.07
C  1.041  2.262  -4.612  -0.67
C  4.570  -1.375  -0.827  -0.34
O  1.007  -0.008  1.303  -0.31
C  1.341  1.229  1.282  0.69
C  2.578  1.626  4.779  -0.91
C  -4.139  2.558  -0.497  -0.58
H  -5.197  4.127  -1.490  0.33
C  3.237  3.576  3.539  -0.76
C  2.516  -2.612  -1.352  1.60
H  -3.269  -3.308  2.708  0.35


No. 4
Below is 5 unconnected molecules or ions with the total composition C23H25Cl17F2NSi, with properties calculated with the ωB97M-V functional and the def2-TZVPD basis.

- HOMO: -11.368 eV
- Total charge: +1
- 2S+1: 1
- Energy above the lowest of the compared OMol25 structures with the same formula, charge and spin: 0.0 kcal/mol

Last column: natural (NBO) charge in e.
Element x y z (Å)
H  3.015  3.197  1.845  0.25
Cl  -1.431  3.896  0.629  0.08
H  2.604  -1.369  -1.405  0.24
C  3.257  -0.729  4.012  -0.20
C  4.567  1.653  -0.733  -1.12
C  3.547  -0.020  1.718  -0.50
H  1.116  -0.159  0.091  0.23
C  -0.367  -0.787  -2.147  -0.10
H  2.032  3.412  0.353  0.24
H  2.802  -0.589  4.984  0.21
Cl  -3.166  3.795  -1.692  0.02
F  1.036  -0.194  -3.914  -0.34
C  4.665  -2.003  2.565  -0.23
Si  3.116  1.181  0.345  1.65
H  2.874  0.035  -2.422  0.24
Cl  -2.680  4.898  4.999  0.07
H  -2.823  1.306  -1.927  0.45
H  -0.227  -2.633  -1.044  0.27
H  5.452  1.885  -0.143  0.26
C  -0.982  4.726  4.559  -0.23
H  1.096  1.265  -1.000  0.22
C  -1.134  0.305  -2.394  0.08
H  -4.611  0.652  -0.576  0.23
H  -3.036  2.124  1.233  0.21
C  -3.918  1.638  1.659  -0.63
C  -1.407  -3.912  -5.601  -0.22
H  1.439  2.390  1.621  0.23
N  -2.306  0.450  -1.743  -0.44
Cl  -0.744  3.144  3.779  0.02
C  4.397  -1.112  1.543  -0.15
H  -2.664  -0.047  1.541  0.21
C  -2.508  -6.131  -0.591  -0.22
Cl  -1.424  -2.548  -4.451  0.01
C  -2.773  -0.429  -0.847  0.31
C  -3.719  0.151  1.358  -0.18
Cl  -2.416  -4.375  -0.278  -0.01
Cl  -3.367  -6.320  -2.116  0.07
C  1.682  0.409  -0.650  -0.87
C  1.013  -0.945  -2.766  0.69
Cl  -2.775  -3.754  -6.700  0.07
Cl  -1.519  -5.448  -4.738  0.07
H  2.301  0.970  3.196  0.21
H  4.300  -2.496  4.631  0.22
C  -1.629  4.435  -1.037  -0.23
H  4.807  0.924  -1.508  0.24
H  4.284  2.563  -1.270  0.24
Cl  -1.676  6.184  -1.100  0.11
Cl  -0.287  3.831  -2.019  0.05
H  5.309  -2.859  2.408  0.22
C  4.099  -1.812  3.817  -0.20
C  2.360  2.713  1.126  -1.11
C  -2.033  -1.570  -0.603  -0.23
H  -4.625  -1.096  -0.154  0.27
C  2.127  -0.478  -1.817  -0.46
F  1.218  -2.245  -3.111  -0.32
Cl  -0.870  -6.762  -0.729  0.07
C  2.982  0.156  2.984  -0.21
H  -4.810  2.006  1.157  0.21
H  -2.380  -2.311  0.113  0.25
Cl  -0.525  6.007  3.436  0.06
C  -0.824  -1.753  -1.247  -0.06
H  4.874  -1.287  0.584  0.20
H  -3.947  1.833  2.727  0.25
Cl  -3.360  -6.944  0.708  0.09
Cl  -4.637  -0.895  2.467  -0.03
Cl  0.024  4.812  5.998  0.08
H  -0.834  1.083  -3.080  0.26
Cl  0.100  -3.855  -6.509  0.08
C  -4.059  -0.168  -0.123  -0.47


Number 1: strongest force on any atom 1.83 eV/Å. Number 2: strongest force on any atom 3.27 eV/Å. Number 3: strongest force on any atom 1.83 eV/Å. Number 4: strongest force on any atom 1.03 eV/Å.